[1]
{
  "formula": "C2H5NO2",
  "method": "wB97M-V/def2-TZVPD",
  "symbols": ["C", "C", "N", "H", "H", "H", "O", "O", "H", "H"],
  "xyz": [[0.523, 0.317, -1.172], [1.260, 0.593, -0.113], [2.232, 0.864, 0.569], [-0.006, 1.097, -1.691], [0.407, -0.700, -1.505], [2.164, 0.932, 1.576], [-1.586, -0.105, 0.615], [-1.752, -1.514, 0.467], [-0.601, 0.161, 0.432], [-2.641, -1.646, 0.823]],
  "atomic_forces_ev_per_a": [[0.2439, 0.2000, 0.3925], [1.1314, 0.0440, -1.3537], [-0.1319, 0.0254, 0.3389], [-0.1265, 0.1318, 0.0608], [-0.0762, -0.1718, 0.1069], [-0.2389, -0.0219, 0.1603], [0.5879, 1.5742, 0.4065], [0.8118, -0.4202, -0.2944], [-2.3463, -1.7227, 0.1336], [0.1447, 0.3613, 0.0486]],
  "nbo_charge": [-0.6171, 0.3734, -0.6038, 0.2544, 0.2601, 0.3824, -0.5094, -0.4716, 0.4676, 0.4642],
  "gap_ev": 10.061,
  "multiplicity": 1,
  "homo_energy_ev": -9.29,
  "smiles": "C=C=N.OO",
  "e_above_lowest_kcal_mol": 126.25
}

=====

[2]
{
  "formula": "C27H68O23",
  "method": "wB97M-V/def2-TZVPD",
  "symbols": ["C", "O", "H", "H", "H", "H", "C", "O", "H", "H", "H", "H", "C", "O", "H", "H", "H", "H", "C", "O", "H", "H", "H", "H", "C", "O", "H", "H", "H", "H", "C", "O", "H", "H", "H", "H", "C", "O", "H", "H", "H", "H", "C", "O", "H", "H", "H", "H", "C", "O", "H", "H", "H", "H", "C", "O", "H", "H", "H", "H", "C", "O", "H", "H", "H", "H", "C", "C", "C", "O", "C", "O", "O", "H", "H", "H", "H", "H", "H", "C", "C", "C", "O", "C", "O", "O", "H", "H", "H", "H", "H", "H", "C", "C", "C", "O", "C", "O", "O", "H", "H", "H", "H", "H", "H", "C", "C", "C", "O", "C", "O", "O", "H", "H", "H", "H", "H", "H"],
  "xyz": [[2.078, 1.833, -4.536], [2.621, 2.654, -5.544], [2.895, 1.330, -4.012], [1.568, 2.441, -3.789], [1.403, 1.169, -5.079], [3.213, 2.111, -6.068], [-0.668, 4.739, -2.947], [0.141, 5.550, -3.774], [-0.993, 3.899, -3.561], [-0.150, 4.484, -2.023], [-1.576, 5.321, -2.772], [0.390, 5.082, -4.572], [1.550, -1.635, -3.449], [1.717, -3.040, -3.446], [0.500, -1.365, -3.579], [1.781, -1.249, -2.455], [2.174, -1.100, -4.166], [1.209, -3.377, -4.189], [-0.706, 2.444, 5.053], [-2.037, 1.966, 5.078], [-0.165, 2.090, 4.175], [-0.597, 3.524, 5.159], [-0.210, 2.090, 5.962], [-1.963, 1.005, 5.094], [-0.549, -1.777, 4.946], [-1.655, -0.901, 4.805], [-0.867, -2.817, 5.029], [0.124, -1.612, 4.102], [-0.057, -1.475, 5.871], [-2.123, -1.178, 4.005], [-0.216, -4.468, -0.531], [-0.981, -3.791, 0.494], [0.367, -5.288, -0.111], [-0.883, -4.935, -1.256], [0.451, -3.719, -0.957], [-1.786, -3.522, 0.033], [-4.337, 1.976, 2.641], [-4.790, 2.127, 1.308], [-3.279, 2.148, 2.828], [-4.964, 2.616, 3.263], [-4.467, 0.952, 3.005], [-5.703, 1.830, 1.297], [-4.309, -3.294, -0.581], [-3.063, -3.036, -1.248], [-4.245, -2.936, 0.447], [-5.166, -2.757, -0.987], [-4.441, -4.374, -0.509], [-3.170, -3.276, -2.172], [-3.684, -2.952, 3.315], [-3.418, -1.637, 2.856], [-3.824, -2.965, 4.397], [-4.548, -3.337, 2.775], [-2.796, -3.556, 3.124], [-4.226, -1.267, 2.493], [2.075, -2.417, 1.592], [3.361, -2.536, 1.037], [1.404, -2.034, 0.819], [1.743, -3.403, 1.922], [2.088, -1.700, 2.410], [3.268, -3.050, 0.230], [-2.053, 4.014, 0.236], [-3.314, 4.459, 0.744], [-2.214, 3.494, -0.709], [-1.390, 4.860, 0.061], [-1.576, 3.368, 0.976], [-3.899, 3.692, 0.763], [-1.791, -0.419, -5.714], [-1.196, -0.429, -7.133], [-1.685, 0.654, -8.081], [-0.498, 1.223, -8.616], [0.561, 0.816, -7.889], [1.688, 1.211, -7.994], [0.189, -0.144, -7.016], [-1.560, 0.488, -5.153], [-1.444, -1.235, -5.080], [-2.878, -0.466, -5.799], [-1.308, -1.413, -7.591], [-2.277, 1.419, -7.576], [-2.285, 0.226, -8.883], [4.390, -1.130, 6.595], [3.035, -0.869, 5.920], [2.436, 0.515, 6.332], [2.225, 1.148, 5.071], [2.761, 0.459, 4.063], [2.733, 0.767, 2.905], [3.261, -0.697, 4.541], [5.086, -0.375, 6.231], [4.804, -2.106, 6.343], [4.302, -1.093, 7.681], [2.275, -1.631, 6.094], [3.109, 1.046, 7.003], [1.455, 0.334, 6.770], [2.791, 0.850, -0.622], [4.221, 0.497, -0.279], [4.858, -0.593, -1.155], [6.111, -0.058, -1.533], [6.200, 1.252, -1.209], [7.147, 1.937, -1.512], [5.128, 1.589, -0.474], [2.143, 0.026, -0.324], [2.648, 1.014, -1.690], [2.468, 1.724, -0.056], [4.258, 0.178, 0.762], [4.291, -0.840, -2.053], [5.019, -1.470, -0.531], [-0.330, 0.466, 1.486], [-0.977, -0.276, 0.296], [-2.459, 0.112, 0.099], [-2.435, 0.876, -1.075], [-1.169, 0.854, -1.655], [-0.885, 1.478, -2.647], [-0.370, 0.056, -0.926], [-0.411, 1.547, 1.370], [0.738, 0.244, 1.476], [-0.743, 0.141, 2.441], [-0.874, -1.353, 0.427], [-2.730, 0.737, 0.949], [-3.086, -0.779, 0.088]],
  "atomic_forces_ev_per_a": [[0.2310, 0.0451, -0.4335], [0.4322, 0.9573, 0.0522], [-0.1915, -0.4684, 0.0533], [-0.2154, 0.0518, -0.2435], [-0.2199, -0.5244, 0.8477], [-0.1164, 0.0600, -0.2179], [-0.6116, 0.3428, -1.2354], [0.6556, 0.6757, -0.1593], [0.0845, -0.5347, 0.6998], [-0.1245, -0.2652, -0.0620], [-0.0041, -0.0736, 0.5896], [0.0823, -0.1195, 0.1130], [-0.3885, 0.5315, 0.6438], [0.0275, -0.0915, -0.0863], [-0.0223, 0.1002, -0.3156], [0.2423, -0.1700, 0.0345], [-0.0183, -0.1998, -0.1942], [0.1471, -0.1622, -0.0360], [0.4215, -0.4316, 0.8104], [-0.2193, 0.6459, -0.2655], [0.1133, 0.1289, -0.0270], [-0.7031, 0.0968, -0.4750], [0.3710, -0.2678, -0.1074], [-0.0488, -0.2363, -0.0107], [-0.0210, 0.7226, 0.1543], [-0.0878, -0.1984, 0.0380], [0.1322, -0.0781, -0.0855], [0.2740, -0.3910, 0.0364], [0.1376, -0.1971, -0.0156], [-0.3446, 0.3881, -0.0241], [-0.2161, 0.4628, 0.7375], [0.1674, -0.7152, -0.2225], [0.0392, 0.1809, 0.3106], [0.0701, 0.2714, -0.2747], [0.0731, -0.3299, -0.5277], [0.0211, 0.1415, 0.0222], [-0.6640, -0.3976, 1.1034], [0.4936, -0.3166, -0.4412], [-0.0573, 0.6191, -0.6173], [0.4522, 0.1017, 0.3727], [-0.2278, -0.1797, -0.0847], [-0.0522, 0.1479, -0.1777], [0.3370, -0.1370, 0.5060], [-0.6395, 0.3246, 0.2162], [0.4532, 0.0664, -0.0183], [0.0730, -0.2426, -0.5035], [-0.4718, 0.0233, -0.1883], [0.0897, -0.0021, -0.0429], [0.2137, -0.2664, 0.0991], [0.1295, 0.2646, -0.3952], [-0.3746, 0.0635, -0.0110], [0.0486, -0.3912, 0.2757], [-0.1194, -0.0967, -0.2976], [0.0474, 0.2232, 0.1271], [-0.3889, -0.1073, -0.3618], [0.7608, 0.1798, -0.1108], [-0.3841, -0.0680, 0.1727], [-0.3587, 0.1304, 0.2122], [0.2071, -0.1439, 0.0156], [0.1209, -0.0643, -0.0292], [-0.6962, 0.0615, 0.1986], [0.5416, 0.2912, -0.1583], [0.2835, -0.1489, -0.0206], [-0.2336, 0.1458, 0.0770], [0.1775, -0.1998, -0.1040], [-0.0901, 0.0037, -0.0176], [-0.3906, 0.2269, -0.4360], [-0.1131, -0.1903, 1.2472], [-0.5943, -0.0609, -0.0377], [0.0752, 0.1782, -0.0127], [1.1440, 0.0305, -0.0089], [-1.0266, -0.2541, -0.1285], [0.5522, 0.0004, -0.0549], [0.1469, 0.2000, -0.3112], [0.0415, -0.2172, -0.3282], [-0.0661, -0.1612, 0.1033], [0.0563, -0.0731, 0.0451], [0.1262, 0.1122, 0.0378], [0.0939, 0.1572, -0.1075], [-0.5396, -0.3188, -0.2253], [0.6571, 1.0225, 1.0903], [-0.2408, -1.4813, -0.4850], [0.0245, 1.1356, 0.4184], [-0.3100, -0.4939, -0.3544], [0.1677, -0.0694, 0.8394], [0.2354, -0.5646, -1.1863], [0.0176, 0.0770, 0.1984], [-0.1365, -0.0146, -0.1299], [-0.0178, 0.1570, 0.0043], [0.2807, -0.3088, -0.1786], [-0.1365, 0.4107, -0.2662], [0.0706, 0.4457, 0.2612], [0.1839, 0.0514, 0.0423], [-0.0115, -0.4963, -0.2199], [-0.2231, -0.2084, 0.5463], [0.4197, -0.0166, -0.4448], [1.0263, -0.1043, -0.0986], [-1.5486, -0.5505, 0.5537], [0.0070, 1.1024, 0.0071], [0.0801, -0.0818, -0.0164], [0.0400, 0.1437, 0.0032], [0.0264, 0.0491, -0.0722], [0.1468, 0.2690, 0.0801], [-0.0938, 0.0145, 0.0216], [0.0404, -0.1556, -0.3305], [0.4959, -0.3931, -1.0664], [-0.6423, -0.3967, 1.8139], [1.1727, -0.1797, 1.2437], [0.6215, 0.2256, -1.3120], [-1.0722, 0.6046, -0.1131], [-0.2203, -1.1486, 1.2355], [0.5112, 0.7363, -1.1907], [-0.2341, 0.0213, 0.0740], [0.0068, 0.0047, 0.2155], [-0.1891, 0.0277, -0.0644], [0.0984, 0.0155, 0.0123], [-0.3740, 0.0761, -0.2271], [-0.2266, 0.2110, -0.6076]],
  "mulliken_charge": [0.2676, -0.5900, 0.0928, 0.0544, -0.1484, 0.3003, -0.2232, -0.5902, 0.0892, 0.0529, 0.3706, 0.3239, 0.1957, -0.5744, -0.0128, -0.3318, 0.3873, 0.3177, -0.4017, -0.5659, 0.0549, 0.3935, 0.1700, 0.4268, -0.3853, -0.4385, 0.3372, 0.0938, 0.1650, 0.2754, -0.6074, -0.3935, 0.2754, 0.2782, 0.1424, 0.2242, -0.5904, -0.5446, 0.2204, 0.4553, 0.1501, 0.2716, -0.3195, -0.3637, -0.1760, 0.3514, 0.3250, 0.2134, -0.8996, -0.5692, 0.2971, 0.4667, 0.2303, 0.2635, 0.8179, -0.5619, -0.3035, 0.4458, -0.7824, 0.3627, 0.0561, -0.6268, 0.0124, 0.4159, -0.1182, 0.3369, -1.1442, 0.4656, -0.4889, -0.3441, 0.6794, -0.5343, -0.3028, 0.1880, 0.2501, 0.4373, 0.2428, 0.2701, 0.3070, -1.5497, 0.5350, -0.4862, -0.3164, 0.5966, -0.4392, -0.3277, 0.3813, 0.3703, 0.4013, 0.1913, 0.3198, 0.3232, -0.0114, 0.7565, 0.0126, -0.4200, 0.5623, -0.5747, -0.4808, -0.4740, -0.1153, 0.4111, 0.0244, 0.1177, 0.2033, 0.6668, 0.9680, 2.0799, -0.4860, -0.0350, -0.4417, 0.3155, -0.0559, -0.7501, -0.0949, -0.6390, -0.9164, -0.5114],
  "gap_ev": 9.184,
  "multiplicity": 1,
  "homo_energy_ev": -9.53
}